Entry 1:
ORCA calculation (ωB97M-V/def2-TZVPD) on a structure of composition C24H17N10O3SV at a distorted geometry.

Summary:
Energy relative to the best compared isomer or geometry (same formula, charge and spin), eV: 1.698
HOMO-LUMO gap (alpha / beta), eV: 5.9 / 5.8
Strongest force on any atom, eV/Å: 3.9
LUMO level (alpha / beta), eV: -1.94 / -1.99
Multiplicity: 3

Last column: Mulliken charge in e.
Element x y z (Å)
V: -0.328 -0.788 1.984  0.209
O: 1.388 -0.189 5.377  -0.617
C: 1.103 -0.458 4.201  0.626
O: -0.107 -0.862 3.816  -0.420
C: 2.145 -0.446 3.138  0.688
C: 3.449 0.042 3.398  -0.968
C: 4.389 -0.081 2.427  -0.419
C: 4.030 -0.703 1.213  0.982
C: 5.072 -1.102 0.370  -0.914
C: 4.820 -1.872 -0.728  -0.514
C: 3.549 -2.342 -0.978  -0.763
C: 2.518 -2.002 -0.112  -0.088
C: 2.671 -1.179 1.041  0.217
N: 1.727 -1.024 2.016  -0.554
H: 3.715 0.397 4.398  0.494
H: 5.434 0.200 2.494  0.436
H: 6.129 -0.929 0.587  0.314
H: 5.634 -2.113 -1.413  0.386
H: 3.317 -2.968 -1.825  0.474
H: 1.563 -2.534 -0.146  0.325
N: -3.435 -0.693 3.117  -0.039
C: -3.208 -1.902 2.422  0.126
N: -4.032 -2.983 2.280  -0.520
N: -3.345 -3.852 1.407  -0.478
N: -2.186 -3.297 1.091  -0.440
N: -2.057 -2.116 1.766  0.684
C: -3.009 0.631 2.812  0.119
N: -3.539 1.760 3.234  -0.508
N: -2.552 2.677 3.077  -0.528
N: -1.493 2.092 2.500  -0.487
N: -1.824 0.850 2.207  0.909
H: -4.408 -0.730 3.502  0.315
O: -0.371 -0.451 -0.100  0.590
S: 0.156 0.756 -0.877  -0.025
C: 0.137 0.194 -2.566  0.934
C: 0.529 1.020 -3.654  -0.575
C: 0.378 0.585 -4.942  -0.593
C: -0.105 -0.707 -5.147  -0.341
C: -0.545 -1.456 -4.096  -0.848
C: -0.497 -0.993 -2.750  -0.505
C: -1.273 1.842 -1.042  0.414
C: -2.549 1.333 -1.235  -0.313
C: -3.557 2.269 -1.571  -0.741
C: -3.250 3.647 -1.670  -0.429
C: -1.963 4.104 -1.342  -0.734
C: -0.934 3.175 -1.018  -0.101
H: 0.946 1.991 -3.415  0.442
H: 0.678 1.179 -5.807  0.385
H: -0.107 -1.146 -6.155  0.373
H: -0.793 -2.507 -4.237  0.356
H: -0.944 -1.505 -1.913  0.592
H: -2.791 0.281 -1.116  0.416
H: -4.590 1.926 -1.751  0.387
H: -4.022 4.353 -2.002  0.391
H: -1.751 5.159 -1.442  0.399
H: 0.083 3.469 -0.825  0.476

Entry 2:
ORCA calculation (ωB97M-V/def2-TZVPD) on a cluster of 2 separate species, CH4N2O2 in total at a distorted geometry.

Summary:
Energy relative to the best compared isomer or geometry (same formula, charge and spin), eV: 2.498
HOMO-LUMO gap, eV: 11.7
Strongest force on any atom, eV/Å: 5.9
LUMO level, eV: 0.96

Last column: Mulliken charge in e.
Element x y z (Å)
N: 2.086 0.078 -3.832  -0.300
N: 2.114 -1.015 -3.578  0.799
O: 2.114 -2.126 -3.244  -0.497
C: -0.217 0.181 -0.080  -0.505
O: 0.190 -1.224 0.011  -0.504
H: -0.614 0.447 0.903  0.286
H: -1.204 0.043 -0.634  0.191
H: 0.467 0.801 -0.525  0.251
H: 0.697 -1.478 0.721  0.279

Entry 3:
ORCA calculation (ωB97M-V/def2-TZVPD) on an isolated molecule of C8H11ClN2O at a distorted geometry.

Summary:
Energy relative to the best compared isomer or geometry (same formula, charge and spin), eV: 3.871
HOMO-LUMO gap, eV: 7.9
Strongest force on any atom, eV/Å: 4.6
LUMO level, eV: -0.67

Last column: Mulliken charge in e.
Element x y z (Å)
C: -1.405 -1.002 -1.379  -1.613
C: -0.065 -0.407 -1.100  1.722
C: -0.019 1.107 -1.619  -2.030
C: 0.947 -1.222 -1.866  -1.632
N: 0.318 -0.309 0.253  -0.027
N: -0.262 -1.086 1.088  -0.540
C: -0.148 -1.007 2.414  -0.529
C: -0.030 0.194 3.030  -0.303
C: 0.343 1.418 2.450  -0.049
Cl: -0.442 2.904 3.412  -0.244
C: 1.028 1.893 1.450  0.951
O: 1.646 2.630 0.797  -0.348
H: -1.349 -1.993 -1.212  0.509
H: -2.091 -0.414 -0.717  0.394
H: -1.590 -1.084 -2.499  0.357
H: 0.783 1.566 -1.184  0.646
H: -0.898 1.607 -1.294  0.407
H: 0.123 1.019 -2.701  0.434
H: 1.520 -1.945 -1.361  0.423
H: 0.522 -1.760 -2.645  0.348
H: 1.692 -0.424 -2.276  0.345
H: -0.278 -1.877 2.883  0.484
H: -0.344 0.192 4.076  0.297

Entry 4:
ORCA calculation (ωB97M-V/def2-TZVPD) on an isolated molecule of C3H5N3.

Summary:
Energy relative to the best compared isomer or geometry (same formula, charge and spin), eV: 0.064
HOMO-LUMO gap, eV: 8.8
Strongest force on any atom, eV/Å: 0.4
LUMO level, eV: 1.02

Last column: Mulliken charge in e.
Element x y z (Å)
N: -0.854 1.849 0.082  -0.498
C: -0.310 0.566 0.057  0.534
C: -0.048 -0.295 -0.979  -0.630
N: 0.689 -1.323 -0.403  -0.029
C: 0.811 -1.033 0.916  -0.216
N: 0.201 0.082 1.230  -0.609
H: -1.155 2.079 1.020  0.275
H: -1.566 2.039 -0.605  0.246
H: -0.249 -0.256 -2.039  0.366
H: 1.026 -2.146 -0.879  0.182
H: 1.454 -1.563 1.601  0.379

Entry 5:
ORCA calculation (ωB97M-V/def2-TZVPD) on a structure of composition C21H37As2N3V at a distorted geometry.

Summary:
Energy relative to the best compared isomer or geometry (same formula, charge and spin), eV: 0.497
HOMO-LUMO gap (alpha / beta), eV: 7.7 / 7.3
Total charge: +2
Strongest force on any atom, eV/Å: 1.4
LUMO level (alpha / beta), eV: -5.93 / -5.73
Multiplicity: 2

Last column: Mulliken charge in e.
Element x y z (Å)
V: -0.083 0.350 0.168  -0.430
N: -0.306 1.311 2.163  -0.230
C: -0.127 2.767 2.085  -0.859
C: -0.473 3.219 0.667  -0.348
N: 0.203 2.370 -0.325  -0.228
C: 1.633 2.660 -0.516  -0.634
C: 2.502 1.761 0.367  -0.757
N: 2.068 0.376 0.175  -0.153
H: 0.283 0.938 2.906  0.255
H: -1.271 1.111 2.439  0.231
H: -0.766 3.296 2.802  0.511
H: 0.907 3.026 2.323  0.274
H: -1.555 3.105 0.521  0.101
H: -0.214 4.277 0.534  0.467
H: -0.262 2.541 -1.217  0.263
H: 1.884 2.455 -1.564  0.329
H: 1.856 3.714 -0.310  0.424
H: 3.552 1.913 0.085  0.483
H: 2.400 2.022 1.421  0.307
H: 2.419 0.050 -0.730  0.201
H: 2.505 -0.228 0.873  0.158
C: 0.512 -4.271 -1.100  -1.349
C: 0.627 -3.311 0.041  0.256
C: -0.496 -2.631 0.518  -0.001
C: -0.425 -1.848 1.669  -1.015
C: 0.784 -1.736 2.355  0.077
C: 1.916 -2.372 1.861  -1.529
C: 1.835 -3.145 0.714  -0.085
H: 0.122 -5.220 -0.731  0.434
H: 1.481 -4.474 -1.546  0.409
H: -0.179 -3.913 -1.864  0.226
H: -1.460 -2.826 0.059  0.756
H: -1.343 -1.476 2.124  0.500
H: 0.823 -1.227 3.310  0.680
H: 2.849 -2.317 2.403  0.536
H: 2.710 -3.673 0.365  0.505
C: -0.208 0.756 -3.743  -1.271
As: -0.034 -0.448 -2.200  1.457
C: 1.442 -1.509 -2.935  -1.358
C: -1.691 -1.455 -2.417  0.393
C: -1.840 -2.444 -3.380  -1.116
C: -3.006 -3.190 -3.454  -0.695
C: -4.044 -2.937 -2.572  -0.928
C: -3.922 -1.924 -1.634  -0.587
C: -2.750 -1.182 -1.544  -0.369
As: -2.547 0.253 -0.242  1.839
C: -3.327 1.695 -1.321  -1.326
C: -4.052 0.011 0.993  -1.534
H: -0.270 0.127 -4.636  0.456
H: 0.664 1.407 -3.841  0.441
H: -1.111 1.363 -3.687  0.355
H: 1.143 -2.045 -3.839  0.461
H: 1.819 -2.216 -2.200  0.334
H: 2.245 -0.813 -3.209  0.494
H: -1.030 -2.651 -4.072  0.357
H: -3.101 -3.974 -4.189  0.454
H: -4.944 -3.531 -2.609  0.452
H: -4.745 -1.733 -0.955  0.393
H: -4.203 1.300 -1.844  0.443
H: -2.611 2.059 -2.063  0.245
H: -3.648 2.525 -0.686  0.487
H: -4.992 0.102 0.441  0.508
H: -4.031 0.796 1.757  0.427
H: -4.013 -0.959 1.493  0.421

Entry 6:
ORCA calculation (ωB97M-V/def2-TZVPD) on a structure of composition C18H25F12O9Zr at a distorted geometry.

Summary:
Energy relative to the best compared isomer or geometry (same formula, charge and spin), eV: 2.103
HOMO-LUMO gap, eV: 1.6
Total charge: +3
Strongest force on any atom, eV/Å: 8.3
LUMO level, eV: -16.12

Last column: Mulliken charge in e.
Element x y z (Å)
Zr: -10.844 -5.581 13.031  2.063
C: -8.118 -7.330 15.726  -0.726
C: -8.609 -5.887 15.765  -0.233
O: -9.441 -5.411 14.678  -0.396
H: -7.894 -7.432 14.664  0.184
H: -9.001 -7.917 15.979  0.274
H: -7.321 -7.389 16.467  0.319
H: -7.695 -5.304 15.874  0.020
H: -9.123 -5.642 16.694  0.524
C: -5.005 -9.334 15.785  -1.028
C: -5.838 -10.063 14.646  0.220
O: -5.155 -10.228 13.393  -0.272
C: -4.876 -9.207 12.587  0.403
O: -5.268 -8.065 12.840  -0.542
C: -4.222 -9.538 11.239  0.759
F: -4.927 -9.009 10.235  -0.218
F: -2.956 -8.923 11.191  -0.237
F: -4.050 -10.818 10.949  -0.201
H: -5.509 -9.059 16.711  0.280
H: -4.728 -8.334 15.449  0.262
H: -4.136 -9.962 15.984  0.410
H: -6.684 -9.389 14.509  -0.171
H: -6.318 -10.950 15.059  0.362
C: -8.578 -9.822 18.365  -1.093
C: -8.865 -10.806 17.170  0.061
O: -8.884 -12.109 17.782  -0.185
C: -9.231 -13.144 17.070  0.421
O: -9.669 -13.064 15.958  -0.389
C: -9.046 -14.471 17.797  0.839
F: -8.072 -15.257 17.160  -0.231
F: -8.682 -14.348 19.002  -0.178
F: -10.225 -15.119 17.705  -0.211
H: -9.249 -10.038 19.196  0.403
H: -8.683 -8.792 18.024  0.251
H: -7.539 -10.030 18.621  0.332
H: -8.125 -10.737 16.373  -0.013
H: -9.879 -10.670 16.795  0.369
C: -10.252 -4.213 21.222  -1.139
C: -9.258 -3.168 20.700  -0.201
O: -8.075 -3.848 20.342  -0.153
C: -7.001 -3.076 19.948  0.361
O: -6.896 -1.838 20.055  -0.389
C: -5.875 -3.847 19.207  0.842
F: -6.208 -4.052 17.938  -0.225
F: -4.724 -3.257 19.241  -0.216
F: -5.626 -4.994 19.847  -0.233
H: -10.036 -4.520 22.245  0.321
H: -10.251 -5.094 20.581  0.276
H: -11.310 -3.961 21.294  0.397
H: -9.060 -2.435 21.482  0.351
H: -9.658 -2.549 19.897  0.353
C: -6.262 -3.587 13.943  -0.985
C: -5.970 -4.878 13.150  0.474
O: -6.287 -4.852 11.761  -0.196
C: -7.511 -4.966 11.296  0.255
O: -8.609 -5.041 11.892  -0.385
C: -7.609 -5.023 9.747  0.763
F: -8.364 -6.034 9.453  -0.245
F: -8.194 -3.897 9.269  -0.213
F: -6.414 -5.251 9.128  -0.184
H: -5.668 -2.753 13.570  0.406
H: -6.201 -3.634 15.031  0.187
H: -7.272 -3.245 13.716  0.258
H: -6.402 -5.807 13.521  -0.297
H: -4.915 -5.140 13.068  0.381